Molecular formula: C6H13NO
Method: DFT, ωB97M-V with the def2-TZVPD basis set

Element x y z (Å)
C: 2.91 0.26 0.22
O: 1.72 0.45 -0.53
C: 0.60 -0.24 -0.19
C: 0.69 -1.78 -0.22
C: -0.55 0.40 0.06
C: -0.62 1.87 -0.11
C: -1.81 -0.31 0.58
N: -2.89 -0.32 -0.38
H: 2.73 0.45 1.22
H: 3.24 -0.80 0.18
H: 3.65 0.93 -0.23
H: -0.30 -2.14 -0.54
H: 0.72 -2.14 0.88
H: 1.48 -2.13 -0.89
H: -0.80 2.25 -1.18
H: -1.41 2.30 0.53
H: 0.38 2.33 0.09
H: -1.60 -1.30 0.89
H: -2.20 0.26 1.46
H: -2.75 -0.94 -1.17
H: -3.19 0.60 -0.67

For the frontier orbital gap, the calculation gives 9.0 eV. Its SMILES is CO/C(C)=C(\C)CN. The net charge is 0. The strongest force on any atom comes out at 2.81 eV/A. As for the molar mass: 115.2 g mol⁻¹. The value obtained for the calculated total energy is -366.34828 Eh. As for the multiplicity: 1.

---

Molecular formula: C29H61BrFN5O3SSi
Method: DFT, ωB97M-V with the def2-TZVPD basis set

Element x y z (Å)
C: -0.63 0.71 5.00
O: 0.78 0.73 5.06
C: 1.38 -0.54 5.27
C: 1.29 -1.45 4.05
C: 1.98 -0.85 2.81
C: 1.02 -0.26 1.76
C: 1.00 -1.00 0.42
C: 0.82 -2.54 0.49
C: -0.39 -2.96 -0.37
C: -1.64 -2.56 0.42
N: -2.74 -1.93 -0.36
S: -2.78 -2.00 -2.06
C: -3.67 -1.26 0.33
N: -3.68 -1.30 1.72
C: -3.87 0.05 2.30
C: -3.65 1.21 1.30
N: -2.23 1.39 1.02
C: -4.20 2.46 2.01
C: -3.90 3.85 1.42
O: -2.62 4.30 1.86
Si: -1.65 5.30 0.94
C: -0.47 4.35 -0.15
C: -2.72 6.44 -0.10
C: -0.67 6.31 2.16
C: -4.45 0.94 -0.03
Br: -3.66 1.82 -1.61
N: -4.62 -0.47 -0.34
C: -5.98 -0.94 -0.27
C: -6.09 -2.43 -0.46
F: -6.55 -0.59 0.97
H: -0.98 0.75 3.96
H: -1.00 1.59 5.53
H: -1.04 -0.18 5.47
H: 0.94 -1.02 6.15
H: 2.43 -0.33 5.49
H: 0.23 -1.64 3.83
H: 1.73 -2.41 4.32
H: 2.61 -1.62 2.34
H: 2.67 -0.07 3.13
H: 1.29 0.78 1.58
H: 0.00 -0.25 2.17
H: 1.91 -0.77 -0.15
H: 0.17 -0.59 -0.16
H: 0.64 -2.84 1.53
H: 1.73 -3.03 0.14
H: -0.36 -4.03 -0.56
H: -0.32 -2.41 -1.30
H: -1.37 -1.84 1.19
H: -2.05 -3.43 0.94
H: -2.59 -0.68 -2.26
H: -4.43 -1.92 2.04
H: -4.84 0.12 2.80
H: -3.09 0.19 3.05
H: -1.76 0.49 0.89
H: -1.78 1.85 1.80
H: -5.28 2.34 2.13
H: -3.78 2.47 3.02
H: -3.98 3.85 0.33
H: -4.66 4.54 1.80
H: 0.45 4.13 0.40
H: -0.90 3.43 -0.53
H: -0.20 4.99 -1.00
H: -2.29 7.45 -0.07
H: -2.74 6.13 -1.15
H: -3.75 6.50 0.26
H: 0.19 6.74 1.64
H: -0.31 5.72 3.00
H: -1.27 7.14 2.55
H: -5.43 1.40 0.03
H: -6.55 -0.39 -1.03
H: -7.11 -2.69 -0.72
H: -5.83 -2.96 0.46
H: -5.43 -2.75 -1.27
C: 6.95 -1.58 -3.17
C: 5.53 -1.50 -2.58
C: 4.87 -0.19 -3.02
C: 4.47 -0.13 -4.50
C: 4.13 -1.51 -5.08
C: 3.71 -2.55 -4.04
N: 4.77 -2.69 -3.03
O: 4.48 -3.60 -2.10
C: 3.54 -3.90 -4.73
C: 2.38 -2.19 -3.36
C: 5.63 -1.50 -1.06
H: 7.41 -2.51 -2.85
H: 7.56 -0.74 -2.83
H: 6.92 -1.58 -4.26
H: 3.98 -0.03 -2.40
H: 5.55 0.63 -2.79
H: 3.61 0.54 -4.61
H: 5.27 0.31 -5.09
H: 3.34 -1.43 -5.83
H: 5.00 -1.92 -5.61
H: 4.51 -4.23 -5.13
H: 2.83 -3.81 -5.56
H: 3.19 -4.65 -4.03
H: 1.57 -2.14 -4.09
H: 2.42 -1.23 -2.84
H: 2.14 -2.96 -2.63
H: 6.20 -0.62 -0.75
H: 6.11 -2.40 -0.70
H: 4.63 -1.45 -0.61

For the frontier orbital gap, the calculation gives 1.7 eV. The net charge is 0. The strongest force on any atom comes out at 0.56 eV/A. As for the molar mass: 686.9 g mol⁻¹. The value obtained for the calculated total energy is -5002.45201 Eh. As for the multiplicity: 1.

---

Molecular formula: C4H6FN3
Method: DFT, ωB97M-V with the def2-TZVPD basis set

Element x y z (Å)
C: 1.48 0.22 -2.09
C: 0.34 0.42 -1.38
C: -1.11 0.79 1.87
C: -0.54 -0.87 0.69
N: 2.19 -0.71 -1.43
N: 1.53 -1.16 -0.46
N: 0.41 -0.48 -0.33
F: -1.74 -1.09 0.07
H: 1.74 0.79 -2.91
H: -0.48 1.09 -1.26
H: -0.27 1.13 2.43
H: -1.53 1.52 1.23
H: -1.81 0.09 2.29
H: -0.22 -1.75 1.29

For the frontier orbital gap, the calculation gives 10.5 eV. The net charge is 0. The strongest force on any atom comes out at 4.81 eV/A. As for the molar mass: 115.1 g mol⁻¹. The value obtained for the calculated total energy is -420.02473 Eh. As for the multiplicity: 1.

---

Molecular formula: C32H43ClCuN8O3
Method: DFT, ωB97M-V with the def2-TZVPD basis set

Element x y z (Å)
Cu: -1.29 0.86 -2.31
N: 2.84 -3.51 -2.91
C: 3.74 -2.47 -2.80
O: 4.95 -2.68 -2.72
C: 3.13 -1.11 -2.72
C: 4.00 0.01 -2.73
C: 3.48 1.26 -2.48
C: 2.10 1.39 -2.27
N: 1.26 0.34 -2.23
C: 1.79 -0.88 -2.47
H: 3.27 -4.40 -3.18
H: 1.88 -3.36 -3.22
H: 5.07 -0.11 -2.97
H: 4.15 2.14 -2.47
H: 1.66 2.35 -2.12
H: 1.07 -1.68 -2.46
C: -0.80 -3.41 1.79
C: -0.25 -2.98 3.18
C: -1.46 -2.55 4.04
C: 0.39 -4.23 3.81
C: 0.84 -1.84 3.01
O: 1.58 -2.09 1.78
C: 1.88 -1.68 4.16
C: 1.39 -1.30 5.60
C: 1.02 0.17 5.89
C: -0.22 0.47 6.45
C: -0.67 1.79 6.51
C: 0.19 2.85 6.11
Cl: -0.39 4.45 6.11
C: 1.51 2.54 5.73
C: 1.94 1.20 5.64
C: 0.21 -0.42 2.81
N: -0.62 -0.14 1.62
C: -0.22 0.05 0.33
N: -1.28 0.40 -0.41
C: -2.31 0.40 0.46
N: -1.96 0.05 1.68
H: -1.60 -4.17 1.94
H: -0.03 -3.87 1.16
H: -1.26 -2.58 1.28
H: -2.16 -3.42 4.12
H: -2.04 -1.74 3.59
H: -1.19 -2.25 5.06
H: -0.35 -5.08 3.81
H: 0.73 -4.09 4.84
H: 1.25 -4.57 3.22
H: 2.32 -2.64 2.02
H: 2.63 -0.95 3.79
H: 2.40 -2.65 4.20
H: 2.24 -1.59 6.27
H: 0.52 -1.88 5.92
H: -0.87 -0.32 6.83
H: -1.67 2.04 6.81
H: 2.22 3.34 5.48
H: 2.97 0.94 5.35
H: 1.09 0.29 2.76
H: -0.39 -0.16 3.67
H: 0.82 -0.06 0.01
H: -3.34 0.66 0.21
C: -6.01 0.05 -2.95
N: -5.11 -1.07 -3.18
C: -3.76 -0.88 -3.11
N: -3.03 -1.99 -3.42
O: -3.26 0.19 -2.70
H: -6.80 -0.34 -2.30
H: -6.45 0.34 -3.91
H: -5.45 0.84 -2.46
H: -5.49 -1.85 -3.71
H: -3.43 -2.81 -3.91
H: -2.02 -1.88 -3.48
C: -1.33 4.77 -2.70
C: -0.35 4.33 -3.72
C: 0.63 5.16 -4.22
C: 1.55 4.69 -5.19
C: 1.44 3.41 -5.75
C: 0.53 2.49 -5.27
C: 0.38 1.09 -5.80
C: -0.38 2.92 -4.19
N: -1.18 2.06 -3.70
H: -1.60 5.84 -2.79
H: -0.92 4.61 -1.65
H: -2.23 4.12 -2.76
H: 0.72 6.17 -3.83
H: 2.32 5.36 -5.54
H: 2.13 3.14 -6.55
H: 1.26 0.80 -6.41
H: -0.57 0.96 -6.39
H: 0.31 0.38 -4.97

As for the expectation value of S²: 0.79. For the frontier orbital gap (spin up / spin down), the calculation gives 5.7 / 5.3 eV. The net charge is 0. The strongest force on any atom comes out at 2.55 eV/A. As for the molar mass: 686.7 g mol⁻¹. The value obtained for the calculated total energy is -4009.59217 Eh. As for the multiplicity: 2.

---

Molecular formula: C34H54CdN4P2Si2
Method: DFT, ωB97M-V with the def2-TZVPD basis set

Element x y z (Å)
Cd: 3.06 -2.37 1.07
C: 4.37 -3.91 0.25
C: 3.60 -3.53 -0.85
C: 2.54 -4.36 -1.50
C: 1.63 -5.03 -0.40
C: 1.34 -4.11 0.74
C: 2.02 -4.03 1.96
C: 3.08 -5.11 2.19
C: 4.18 -5.19 1.11
C: -1.47 0.50 2.02
H: 5.35 -3.41 0.44
H: 3.88 -2.65 -1.45
H: 2.98 -5.12 -2.20
H: 1.86 -3.70 -2.09
H: 0.67 -5.30 -0.87
H: 2.05 -5.99 -0.08
H: 0.34 -3.68 0.71
H: 1.40 -3.75 2.81
H: 2.56 -6.08 2.36
H: 3.60 -4.91 3.15
H: 5.15 -5.32 1.62
H: 4.10 -6.14 0.56
H: -0.41 0.76 2.31
H: -1.95 0.26 3.01
H: -1.91 1.48 1.72
P: -1.64 -0.79 0.44
P: 0.32 0.86 -1.59
N: -2.00 -2.17 1.44
N: -3.34 -1.09 -0.41
N: 1.95 0.42 -0.77
N: 1.10 1.56 -3.04
C: -0.69 -1.70 -1.01
C: -0.16 -0.78 -2.16
C: -1.41 -2.23 2.72
C: -1.77 -3.42 3.33
C: -2.45 -4.20 2.34
C: -2.47 -3.47 1.15
C: -4.48 -0.65 0.25
C: -5.60 -0.88 -0.54
C: -5.15 -1.47 -1.75
C: -3.75 -1.57 -1.65
C: 1.97 0.08 0.56
C: 3.30 -0.15 0.99
C: 4.12 0.04 -0.20
C: 3.26 0.28 -1.25
C: 1.99 1.07 -4.01
C: 2.40 2.14 -4.82
C: 1.77 3.32 -4.32
C: 1.03 2.96 -3.20
H: -1.20 -2.55 -1.50
H: 0.18 -2.15 -0.53
H: 0.76 -1.18 -2.64
H: -0.90 -0.66 -2.96
H: -0.88 -1.37 3.06
H: -1.44 -3.72 4.32
H: -2.85 -5.19 2.49
H: -2.83 -3.75 0.18
H: -4.37 -0.17 1.22
H: -6.62 -0.63 -0.25
H: -5.76 -1.77 -2.59
H: -3.03 -1.92 -2.38
H: 1.05 0.06 1.14
H: 3.69 -0.03 2.01
H: 5.21 0.03 -0.20
H: 3.50 0.39 -2.30
H: 2.30 0.04 -4.01
H: 3.07 2.06 -5.66
H: 1.86 4.32 -4.70
H: 0.45 3.52 -2.50
C: -2.05 5.23 -1.46
Si: -2.23 3.58 -0.57
C: -3.77 3.60 0.54
C: -2.61 2.31 -1.92
C: -0.71 3.24 0.43
Si: 0.01 4.41 1.67
C: -1.37 5.11 2.79
C: 1.24 3.57 2.88
C: 0.88 5.85 0.82
H: -3.02 5.38 -1.95
H: -1.24 5.21 -2.22
H: -1.84 6.04 -0.75
H: -4.67 3.73 -0.08
H: -3.89 2.65 1.08
H: -3.78 4.40 1.29
H: -1.83 2.20 -2.69
H: -2.79 1.32 -1.47
H: -3.53 2.60 -2.46
H: -0.16 2.32 0.23
H: -2.04 4.30 3.11
H: -0.93 5.56 3.70
H: -1.99 5.88 2.32
H: 2.10 3.18 2.32
H: 1.63 4.34 3.57
H: 0.85 2.74 3.50
H: 1.71 5.51 0.17
H: 0.22 6.45 0.18
H: 1.29 6.48 1.63

For the frontier orbital gap (spin up / spin down), the calculation gives 4.1 / 3.6 eV. The net charge is 0. The strongest force on any atom comes out at 3.79 eV/A. As for the molar mass: 749.4 g mol⁻¹. The value obtained for the calculated total energy is -2976.05999 Eh. As for the multiplicity: 1.

---

Molecular formula: C13H25F6O19S2V3
Method: DFT, ωB97M-V with the def2-TZVPD basis set

Element x y z (Å)
O: -2.38 3.66 -3.94
V: -3.13 3.56 -2.56
O: -2.43 4.49 -1.46
O: -4.08 -1.88 -4.88
V: -5.06 -1.04 -3.87
O: -5.09 -1.94 -2.56
O: -1.07 -2.32 0.67
V: -2.61 -2.22 0.45
O: -3.07 -3.34 -0.56
C: -0.47 -0.13 -2.70
F: 0.41 0.23 -1.80
F: -0.24 0.39 -3.93
F: -0.46 -1.54 -2.70
S: -2.22 0.27 -2.03
O: -3.17 -0.05 -3.06
O: -2.44 -0.61 -0.89
O: -2.25 1.74 -1.82
S: -5.74 1.62 -3.89
O: -4.71 2.51 -3.42
O: -6.10 0.57 -2.95
O: -7.00 2.30 -4.20
O: -5.17 0.89 -5.06
C: -2.87 -5.12 2.14
O: -3.18 -3.69 2.17
C: -2.88 -3.09 3.45
C: -3.31 -1.61 3.48
O: -2.77 -0.94 2.27
C: -2.82 0.49 2.33
H: -1.78 -5.13 2.16
H: -3.27 -5.55 1.22
H: -3.32 -5.62 3.00
H: -1.89 -3.26 3.87
H: -3.46 -3.60 4.22
H: -3.00 -1.15 4.41
H: -4.40 -1.60 3.57
H: -2.44 0.95 3.24
H: -3.83 0.81 2.06
H: -2.20 0.91 1.54
C: 4.64 -0.93 -0.82
O: 4.58 0.37 -1.34
C: 4.01 0.38 -2.68
C: 3.58 1.89 -2.83
O: 2.49 2.30 -1.94
C: 2.90 3.03 -0.86
H: 5.06 -0.93 0.19
H: 5.15 -1.74 -1.34
H: 3.61 -1.17 -0.56
H: 3.11 -0.22 -2.84
H: 4.79 0.18 -3.41
H: 3.24 2.06 -3.85
H: 4.46 2.53 -2.82
H: 3.36 2.43 -0.07
H: 2.05 3.50 -0.38
H: 3.57 3.81 -1.24
C: 1.84 0.64 1.60
C: 2.76 1.31 2.67
O: 4.12 0.90 2.60
C: 4.95 1.08 3.68
O: 4.61 1.59 4.77
C: 6.44 0.70 3.44
F: 6.58 0.13 2.20
F: 7.19 1.85 3.46
F: 6.89 -0.15 4.31
H: 0.82 0.45 1.93
H: 2.24 -0.34 1.35
H: 1.87 1.04 0.58
H: 2.40 0.94 3.63
H: 2.59 2.38 2.63

As for the expectation value of S²: 0.75. For the frontier orbital gap (spin up / spin down), the calculation gives 7.1 / 1.4 eV. The net charge is +1. The strongest force on any atom comes out at 7.62 eV/A. As for the molar mass: 816.3 g mol⁻¹. The value obtained for the calculated total energy is -6167.05562 Eh. As for the multiplicity: 2.

---

Molecular formula: C2H2NO2
Method: DFT, ωB97M-V with the def2-TZVPD basis set

Element x y z (Å)
C: -2.05 -0.19 -0.16
C: 0.71 0.92 -0.30
N: 1.55 0.08 0.07
O: -0.94 -0.39 -0.30
O: -3.16 0.02 -0.09
H: 1.50 -0.85 0.35
H: 2.41 0.42 0.42

As for the expectation value of S²: 2.03. For the frontier orbital gap (spin up / spin down), the calculation gives 9.1 / 8.1 eV. The net charge is +1. The strongest force on any atom comes out at 3.60 eV/A. As for the molar mass: 72.0 g mol⁻¹. The value obtained for the calculated total energy is -282.14507 Eh. As for the multiplicity: 3.

---

Molecular formula: C3H6N2O
Method: DFT, ωB97M-V with the def2-TZVPD basis set

Element x y z (Å)
H: 1.57 -0.24 1.40
N: 0.86 0.47 1.22
C: -0.13 0.00 0.56
C: -1.39 0.77 0.31
O: -0.33 -1.40 0.47
H: -1.76 1.18 1.25
H: -1.16 1.59 -0.38
H: -2.15 0.13 -0.15
H: 0.51 -1.87 0.63
C: 1.24 -0.16 -1.70
N: 1.29 -1.33 -1.70
H: 1.45 0.87 -1.92

For the frontier orbital gap, the calculation gives 11.0 eV. Its SMILES is [H]/N=C(/C)O.C#N. The net charge is 0. The strongest force on any atom comes out at 4.23 eV/A. As for the molar mass: 86.1 g mol⁻¹. The value obtained for the calculated total energy is -302.61095 Eh. As for the multiplicity: 1.

---

Molecular formula: C28H41BrGeN4O8S4Si3Y
Method: DFT, ωB97M-V with the def2-TZVPD basis set

Element x y z (Å)
Y: -1.00 -0.05 1.38
O: 3.76 -1.83 6.60
C: 2.92 -1.73 5.72
S: 3.24 -1.85 4.02
C: 1.58 -1.53 3.50
C: 0.59 -1.34 4.45
S: -0.97 -0.81 4.10
S: 1.18 -1.67 6.10
S: 1.49 -1.20 1.80
C: -4.00 2.09 0.03
O: -2.66 2.04 0.49
C: -2.12 3.28 0.71
C: -2.35 4.47 0.10
C: -1.53 5.57 0.33
Br: -1.70 7.06 -0.84
C: -0.48 5.51 1.23
C: -0.34 4.32 1.97
C: -1.21 3.25 1.74
O: -1.14 2.18 2.55
C: 0.66 4.19 3.04
N: 0.85 5.00 4.08
C: 1.89 4.48 4.75
C: 2.51 4.91 5.91
C: 3.55 4.16 6.37
C: 3.98 3.03 5.76
C: 3.27 2.47 4.71
C: 2.32 3.29 4.13
N: 1.55 3.10 3.02
H: -4.67 2.29 0.79
H: -4.14 1.04 -0.28
H: -4.15 2.63 -0.88
H: -3.17 4.55 -0.63
H: 0.21 6.26 1.42
H: -0.46 2.45 3.23
H: 2.22 5.84 6.40
H: 4.06 4.61 7.26
H: 4.77 2.51 6.16
H: 3.57 1.51 4.36
H: 1.67 2.49 2.23
O: -0.34 -0.63 -0.89
N: 0.52 0.31 -1.54
O: -4.12 -2.50 1.18
N: -3.21 -1.75 1.09
O: -3.34 -0.47 1.29
O: -2.00 -2.16 0.77
C: 1.77 2.35 -1.23
C: 0.80 1.29 -0.78
O: 0.36 1.43 0.44
H: 1.26 3.29 -1.16
H: 2.22 2.10 -2.21
H: 2.54 2.37 -0.43
C: 0.17 -4.76 0.37
Si: 0.72 -4.05 -1.26
C: 0.40 -5.25 -2.70
C: 2.58 -3.86 -1.09
Ge: -0.34 -2.07 -2.26
Si: 1.05 -1.22 -4.15
C: 2.66 -0.43 -3.70
C: 1.22 -2.68 -5.24
C: 0.18 0.27 -4.91
Si: -2.74 -2.19 -2.73
C: -3.47 -0.52 -2.23
C: -3.52 -3.63 -1.84
C: -2.97 -2.53 -4.58
H: -0.87 -5.10 0.29
H: 0.27 -4.08 1.25
H: 0.73 -5.62 0.66
H: 0.83 -4.91 -3.68
H: -0.68 -5.31 -2.72
H: 0.93 -6.16 -2.42
H: 2.90 -4.92 -1.01
H: 2.78 -3.42 -0.11
H: 3.19 -3.34 -1.80
H: 3.52 -1.11 -3.75
H: 2.53 -0.08 -2.64
H: 2.75 0.36 -4.35
H: 0.36 -3.24 -5.34
H: 1.93 -3.39 -4.78
H: 1.56 -2.40 -6.26
H: -0.84 0.12 -5.21
H: 0.83 0.42 -5.81
H: 0.22 1.14 -4.32
H: -4.22 -0.12 -2.89
H: -2.65 0.28 -2.21
H: -3.95 -0.64 -1.20
H: -4.62 -3.86 -2.01
H: -3.51 -3.67 -0.74
H: -2.92 -4.50 -2.12
H: -3.52 -3.43 -4.70
H: -2.12 -2.60 -5.20
H: -3.57 -1.70 -4.96

As for the expectation value of S²: 0.76. For the frontier orbital gap (spin up / spin down), the calculation gives 8.3 / 5.7 eV. The net charge is 0. The strongest force on any atom comes out at 3.95 eV/A. As for the molar mass: 1015.6 g mol⁻¹. The value obtained for the calculated total energy is -9063.09461 Eh. As for the multiplicity: 2.